Density functional theory data (ωB97M-V with the def2-TZVPD basis set) for a structure of composition C18H39NO2P2SiZr in a non-equilibrium geometry.

The geometry in XYZ format:
```
64
Properties=species:S:1:pos:R:3:forces:R:3:nbo_charge:R:1
Zr -0.291635 0.404147 0.428556 1.8 0.7 -1.0 1.610
P 2.976439 -0.613474 -1.903637 -1.0 0.2 0.8 1.321
P -2.806426 1.263509 0.355107 -0.2 -0.4 -0.4 0.866
N -0.609889 0.138839 -1.489524 0.5 0.2 1.5 -1.064
H 2.020571 -0.590382 -0.857328 0.0 0.3 -0.6 0.045
C 3.351225 -2.357647 -2.020008 0.5 -0.4 -0.2 -0.975
H 4.331101 -2.532777 -2.484755 -0.3 -0.1 0.1 0.254
H 2.568904 -2.847202 -2.614626 0.2 0.2 0.1 0.271
H 3.332560 -2.783550 -1.007550 0.1 0.1 -0.2 0.272
C 4.306083 0.431844 -1.300725 0.6 0.1 -0.1 -0.979
H 5.196670 0.319018 -1.936651 -0.3 0.1 0.2 0.250
H 4.572431 0.188766 -0.262098 -0.2 -0.1 -0.3 0.283
H 3.978227 1.483219 -1.322153 -0.1 -0.3 0.0 0.277
C 2.269752 0.019178 -3.424960 0.0 0.2 -0.4 -0.975
H 3.017452 0.068698 -4.238314 -0.2 -0.1 0.5 0.255
H 1.874976 1.031265 -3.236988 0.1 -0.3 0.0 0.293
H 1.425104 -0.609374 -3.748435 0.2 0.2 0.2 0.299
C -3.850454 -0.214359 0.635022 -0.2 -0.2 0.3 -0.941
H -4.785195 0.067894 1.138507 0.1 -0.2 -0.1 0.223
H -3.302880 -0.948748 1.237943 -0.2 0.2 -0.2 0.262
H -4.079307 -0.676754 -0.335765 0.1 0.2 0.3 0.250
C -3.253952 2.468986 1.637602 -0.4 0.1 0.1 -0.948
H -4.321023 2.396894 1.878207 0.1 0.2 0.0 0.228
H -3.009975 3.463988 1.246549 -0.1 -0.1 0.2 0.249
H -2.660573 2.299582 2.544962 -0.2 0.0 -0.2 0.242
C -3.540646 1.878579 -1.193930 -0.1 0.4 0.0 -0.931
H -4.589878 2.166542 -1.032098 0.2 0.0 0.0 0.225
H -3.495106 1.102899 -1.967898 0.1 0.1 0.3 0.266
H -2.971613 2.744573 -1.548726 -0.2 -0.1 0.0 0.247
C -0.973230 0.249105 -2.761827 0.1 -0.2 -0.2 0.156
C -1.733899 -0.772006 -4.836694 0.0 0.4 0.0 -0.188
C -1.328929 -0.909173 -3.521517 0.1 0.5 0.0 -0.325
C -1.000042 1.529978 -3.404092 0.0 -0.5 0.0 -0.346
C -1.427099 1.639295 -4.714220 0.0 -0.2 0.1 -0.145
C -1.803444 0.498325 -5.435267 -0.1 -0.1 -0.3 -0.345
H -2.008108 -1.665572 -5.391580 0.0 0.2 -0.1 0.201
H -1.258174 -1.875570 -3.017151 -0.1 0.2 -0.2 0.208
H -0.675411 2.390491 -2.815241 -0.2 -0.2 -0.2 0.208
H -1.473106 2.631429 -5.163417 0.0 -0.3 -0.1 0.195
H -2.129466 0.598933 -6.470613 0.0 -0.1 0.3 0.202
C 2.616350 -0.003361 1.779925 0.5 -0.1 0.5 0.178
O 1.660851 0.581681 1.142307 -2.0 0.1 -1.8 -0.820
C 2.936962 -1.430925 1.602295 -0.2 -0.1 0.0 -0.680
H 3.206977 -1.857538 2.581770 0.0 -0.2 -0.4 0.223
H 3.807111 -1.584226 0.941260 0.5 -0.3 -0.1 0.148
H 2.091777 -1.995343 1.186752 0.2 0.0 0.2 0.217
C 3.357294 0.772726 2.780484 0.1 0.0 0.5 -0.671
H 2.919046 0.598905 3.779658 0.3 0.3 0.2 0.199
H 3.328824 1.849859 2.571464 0.0 -0.1 0.0 0.215
H 4.397136 0.430601 2.827209 0.1 0.1 0.1 0.194
C -2.651038 -0.900610 3.867210 -0.1 -0.2 0.4 -1.146
Si -0.864735 -0.882387 3.311673 0.2 0.2 -1.2 1.885
C -0.103059 0.769093 3.853360 -0.2 0.1 0.2 -1.163
C 0.153317 -2.270880 4.000315 -0.1 -0.4 0.4 -1.146
O -0.854546 -1.038537 1.641795 -0.4 -0.3 1.4 -1.286
H -2.686963 -1.045780 4.957243 -0.1 0.1 -0.2 0.238
H -3.217133 -1.721272 3.408053 0.1 0.1 0.1 0.241
H -3.169896 0.040645 3.642034 0.1 -0.2 0.0 0.232
H 0.388502 0.591874 4.821041 -0.1 0.1 -0.1 0.246
H 0.656292 1.219534 3.195995 -0.3 -0.2 0.1 0.255
H -0.893576 1.512139 4.033560 0.2 -0.1 0.0 0.230
H -0.267381 -3.228422 3.669722 0.1 0.1 0.0 0.240
H 1.195888 -2.219944 3.660668 -0.3 0.1 0.0 0.243
H 0.149958 -2.267215 5.099556 0.0 0.0 -0.2 0.233
```
Positions in Å, forces in eV/Å.

Properties
Kohn-Sham gap (alpha / beta): 0.134 / 0.135 Eh
lowest unoccupied orbital energy (alpha / beta): 0.3 / 0.3 eV
energy: -52619.1237 eV